Entry 1:
85
Properties=species:S:1:pos:R:3:forces:R:3 method="wB97M-V/def2-TZVPD" fmax_ev_per_a=0.4 homo_lumo_gap_ha=0.2662 total_charge=+1
Ti -0.2823 -0.0029 -0.5727 0.1 -0.2 -0.3
C -1.8819 -4.6656 -2.7399 0.0 0.0 0.0
C -0.5778 -4.2423 -2.9488 0.0 0.0 0.0
C 0.0086 -3.3322 -2.0791 0.0 0.0 0.0
C -0.7178 -2.8385 -1.0027 0.0 0.0 0.0
C -2.0241 -3.2702 -0.7861 0.0 0.0 0.0
C -2.6026 -4.1831 -1.6536 0.0 0.0 0.0
N -0.1440 -1.8441 -0.1544 -0.1 0.1 0.1
C 0.3343 -2.1917 1.1250 0.0 0.0 -0.1
C 0.5328 -3.4833 1.5929 0.0 0.0 0.1
C 1.0681 -3.6616 2.8629 0.0 0.0 0.0
C 1.4069 -2.5761 3.6582 0.0 0.0 0.0
C 1.1984 -1.2816 3.1980 0.0 0.0 0.0
C 0.6525 -1.1117 1.9448 0.0 0.0 0.1
N 0.3766 0.1838 1.3630 0.0 0.0 0.0
N 1.3725 1.1796 1.6087 0.0 -0.1 0.0
C 1.9129 1.5238 0.4671 0.1 0.1 0.1
C 2.9562 2.5138 0.4457 0.0 0.0 0.0
C 3.5117 2.8783 -0.7302 0.0 0.0 0.0
C 3.0791 2.2821 -1.9551 0.1 0.0 0.0
C 2.0951 1.3608 -1.9024 -0.1 0.0 0.0
N 1.4782 0.9890 -0.7309 -0.2 0.1 0.1
H -2.3357 -5.3767 -3.4177 0.0 0.0 0.0
H -0.0118 -4.6241 -3.7886 0.0 0.0 0.0
H 1.0283 -2.9985 -2.2256 0.0 0.0 0.0
H -2.5699 -2.8881 0.0690 0.0 0.0 0.0
H -3.6163 -4.5236 -1.4836 0.0 0.0 0.0
H 0.2869 -4.3326 0.9690 0.0 0.0 0.0
H 1.2353 -4.6659 3.2297 0.0 0.0 0.0
H 1.8367 -2.7352 4.6376 0.0 0.0 0.0
H 1.4645 -0.4155 3.7886 0.0 0.0 0.0
H 3.2708 2.9291 1.3922 0.0 0.0 0.0
H 4.3003 3.6198 -0.7457 0.0 0.0 0.0
H 3.5380 2.5390 -2.8979 0.0 0.0 0.0
H 1.7277 0.8643 -2.7911 0.0 0.0 0.0
S -1.3278 0.1574 -2.8193 0.0 0.0 0.0
Sb -3.0481 1.6865 -2.9609 0.1 -0.1 0.1
C -3.5605 1.8113 -4.9756 0.0 0.1 -0.1
C -3.7488 3.0607 -5.5575 0.0 0.0 0.0
C -4.1091 3.1398 -6.8958 0.0 0.0 0.0
C -4.2755 1.9790 -7.6374 0.0 0.0 0.0
C -4.0823 0.7336 -7.0513 0.0 0.0 0.0
C -3.7233 0.6439 -5.7159 0.0 0.0 0.0
C -4.6595 0.9781 -1.8360 -0.1 0.0 0.0
C -4.5731 -0.2876 -1.2663 0.0 0.0 0.0
C -5.6348 -0.7698 -0.5141 0.0 0.0 0.0
C -6.7703 0.0077 -0.3324 0.0 0.0 0.0
C -6.8579 1.2666 -0.9136 0.0 0.0 0.0
C -5.8046 1.7541 -1.6718 0.0 0.0 -0.1
C -2.4529 3.5788 -2.3246 0.1 0.1 0.0
C -3.2231 4.3423 -1.4541 0.0 0.0 0.0
C -2.7684 5.5919 -1.0580 0.0 0.0 0.0
C -1.5482 6.0659 -1.5197 0.0 0.0 0.0
C -0.7765 5.2972 -2.3829 0.0 0.0 0.0
C -1.2285 4.0526 -2.7923 0.0 0.0 0.0
H -3.6110 3.9694 -4.9824 0.0 0.0 0.0
H -4.2565 4.1070 -7.3573 0.0 0.0 0.0
H -4.5544 2.0433 -8.6809 0.0 0.0 0.0
H -4.2092 -0.1677 -7.6359 0.0 0.0 0.0
H -3.5627 -0.3284 -5.2641 0.0 0.0 0.0
H -3.6846 -0.8954 -1.4016 0.0 0.0 0.0
H -5.5750 -1.7557 -0.0717 0.0 0.0 0.0
H -7.5943 -0.3709 0.2578 0.0 0.0 0.0
H -7.7484 1.8666 -0.7818 0.0 0.0 0.0
H -5.8958 2.7267 -2.1419 0.0 0.0 0.0
H -4.1605 3.9673 -1.0624 0.0 0.0 0.0
H -3.3633 6.1906 -0.3807 0.0 0.0 0.0
H -1.1938 7.0376 -1.2016 0.0 0.0 0.0
H 0.1780 5.6651 -2.7353 0.0 0.0 0.0
H -0.6165 3.4513 -3.4560 0.0 0.0 0.0
C -3.0129 1.9499 1.3876 0.0 0.0 0.0
C -1.5068 1.9453 1.6700 0.0 0.0 0.0
C -0.8569 3.0877 0.8814 0.0 0.1 0.0
C -1.2691 2.1527 3.1704 0.0 0.0 0.0
C -1.0203 0.5541 1.2734 0.2 0.1 0.0
H -3.4471 2.9050 1.6900 0.0 0.0 0.0
H -3.5273 1.1573 1.9365 0.0 0.0 0.0
H -3.2223 1.8057 0.3234 0.0 0.0 0.0
H 0.1509 3.3013 1.2289 0.0 0.0 0.0
H -1.4552 3.9937 0.9952 0.0 0.0 0.0
H -0.8106 2.8776 -0.1933 0.0 0.0 0.0
H -1.6659 3.1216 3.4832 0.0 0.0 0.0
H -0.2033 2.1269 3.3967 0.0 0.0 0.0
H -1.7726 1.3788 3.7550 0.0 0.0 0.0
H -1.6211 -0.2273 1.7364 -0.1 0.0 0.0

Entry 2:
87
Properties=species:S:1:pos:R:3:forces:R:3 method="wB97M-V/def2-TZVPD" fmax_ev_per_a=1.1 homo_lumo_gap_ha="0.1933 / 0.2114" multiplicity=2 total_charge=+2
V 1.3189 0.5180 -1.7080 -0.2 1.1 -0.2
O 3.3843 0.6106 -5.5902 0.0 0.0 0.1
C 2.9849 1.0886 -4.4348 0.1 0.1 -0.3
O 2.7309 0.3668 -3.4837 -0.1 -0.2 0.5
C 2.9637 2.6043 -4.4327 0.0 0.0 0.1
O 2.2166 3.1367 -3.3725 0.1 0.0 -0.1
C 0.9027 3.5372 -3.6807 0.0 0.1 0.0
C -0.1132 2.4077 -3.6497 0.2 -0.7 0.4
O -1.1729 2.3602 -4.1632 0.1 0.1 0.1
O 0.3619 1.3400 -2.8571 -0.6 0.4 -0.6
H 3.4723 -0.3575 -5.5418 0.0 0.1 -0.1
H 2.6446 2.9592 -5.4177 0.0 0.0 0.1
H 4.0088 2.9088 -4.3005 -0.1 0.0 0.0
H 0.8254 4.0230 -4.6580 0.0 0.0 0.1
H 0.6092 4.2533 -2.9086 0.0 0.0 -0.1
C 4.6481 -1.5773 -0.4286 0.1 -0.1 0.2
C 3.3543 -1.0157 0.0058 -0.2 0.1 -0.2
C 3.0271 -0.8137 1.4289 0.1 0.0 0.1
O 2.5200 -0.6935 -0.8626 0.2 -0.5 0.0
H 4.9312 -2.4199 0.2042 0.0 0.0 0.0
H 5.4039 -0.8014 -0.2585 0.0 0.0 0.0
H 4.6389 -1.8519 -1.4785 0.0 0.0 0.0
H 3.8855 -0.3773 1.9436 0.0 0.0 0.0
H 2.8712 -1.8023 1.8740 0.0 0.0 0.0
H 2.1421 -0.1934 1.5572 0.0 0.0 0.0
C 1.5194 1.9084 -0.4228 0.2 -0.5 -0.2
C 1.9671 2.7832 0.3026 -0.1 0.3 0.2
C 2.4369 3.8171 1.1658 0.0 -0.2 -0.1
C 3.5988 4.5244 0.8449 0.0 0.0 0.0
C 4.0593 5.5079 1.7003 0.0 0.0 0.0
C 3.3668 5.7880 2.8720 0.0 0.0 0.0
C 2.2058 5.0939 3.1890 0.0 0.0 -0.1
C 1.7375 4.1076 2.3401 0.0 0.1 0.1
H 4.1229 4.3033 -0.0755 0.0 0.0 0.0
H 4.9541 6.0611 1.4541 0.0 0.0 0.0
H 3.7335 6.5538 3.5411 0.0 0.0 0.0
H 1.6660 5.3257 4.0957 0.0 0.0 0.0
H 0.8313 3.5634 2.5684 0.0 0.0 0.0
C -0.4927 -2.0332 0.0685 0.1 0.2 0.2
P -0.7190 -0.3910 -0.6743 -0.2 -0.1 -0.2
C -1.8891 -0.6558 -2.0180 0.0 0.1 0.0
C -1.4124 -1.3144 -3.1516 0.0 0.0 0.0
C -2.2666 -1.6119 -4.1974 0.0 0.0 0.0
C -3.6055 -1.2486 -4.1159 0.0 0.0 0.0
C -4.0857 -0.5977 -2.9907 0.1 0.0 0.0
C -3.2319 -0.3005 -1.9367 0.0 -0.1 0.0
C -1.3374 0.8295 0.4813 0.0 0.1 0.0
C -1.0058 0.7571 1.8310 -0.1 -0.1 0.0
C -1.3455 1.7969 2.6812 0.0 0.0 0.0
C -2.0014 2.9144 2.1874 0.0 0.0 0.0
C -2.3175 3.0000 0.8375 0.0 0.0 0.0
C -1.9775 1.9665 -0.0189 0.1 0.0 0.1
P -2.0530 -3.0573 0.2628 -0.1 -0.2 0.0
C -1.2966 -4.5178 1.0846 0.0 0.1 -0.1
C -2.1142 -5.2876 1.9129 0.0 0.0 0.0
C -1.6258 -6.4310 2.5206 0.0 0.0 0.0
C -0.3155 -6.8358 2.3025 0.0 0.0 0.0
C 0.4982 -6.0953 1.4613 0.0 0.0 0.0
C 0.0087 -4.9455 0.8540 0.0 0.0 0.0
C -2.8021 -2.2225 1.7042 0.0 0.0 0.0
C -2.1886 -2.1525 2.9565 0.0 -0.1 0.0
C -2.8086 -1.5046 4.0076 -0.1 0.1 0.0
C -4.0554 -0.9128 3.8194 0.0 0.0 0.0
C -4.6863 -0.9997 2.5910 0.0 0.0 -0.1
C -4.0637 -1.6631 1.5382 0.0 0.1 0.0
H 0.0395 -1.9512 1.0212 0.1 0.0 -0.1
H 0.1339 -2.5686 -0.6511 0.1 0.0 0.1
H -0.3700 -1.6187 -3.2245 0.0 0.0 0.0
H -1.8963 -2.1290 -5.0710 0.0 0.0 0.0
H -4.2763 -1.4829 -4.9304 0.0 0.0 0.0
H -5.1296 -0.3269 -2.9266 0.0 0.0 0.0
H -3.6217 0.1863 -1.0549 0.0 0.0 0.1
H -0.5147 -0.1175 2.2357 0.0 0.0 0.0
H -1.1037 1.7300 3.7335 0.0 0.0 0.0
H -2.2711 3.7208 2.8547 0.0 0.0 0.0
H -2.8275 3.8717 0.4527 0.0 0.0 0.0
H -2.2090 2.0499 -1.0715 0.0 0.0 -0.1
H -3.1419 -4.9927 2.0896 0.0 0.0 0.0
H -2.2712 -7.0109 3.1655 0.0 0.0 0.0
H 0.0637 -7.7279 2.7800 0.0 0.0 0.0
H 1.5141 -6.4139 1.2707 0.0 0.0 0.0
H 0.6635 -4.4006 0.1873 0.0 0.0 0.0
H -1.2344 -2.6429 3.1179 0.0 0.0 0.0
H -2.3358 -1.4712 4.9797 0.0 0.0 0.0
H -4.5396 -0.4024 4.6402 0.0 0.0 0.0
H -5.6698 -0.5725 2.4538 0.0 0.0 0.0
H -4.5709 -1.7630 0.5865 0.0 0.0 -0.1